The following is a quantum chemistry calculation of a molecular structure, C3H3AgO3 at a distorted geometry, from OMol25.

max |F|: 0.1019 hartree/bohr
spin multiplicity: 2
total charge: +3
frontier orbital gap (alpha / beta): 7.6 / 3.7 eV
⟨S²⟩: 0.75
energy above the lowest of the compared OMol25 structures with the same formula, charge and spin: 26.1 kcal/mol

Geometry (Å):
C1 0.96 0.76 0.87
C2 -0.08 1.48 1.16
O1 2.11 0.37 0.84
H1 -0.29 2.38 0.56
H2 -0.65 1.25 2.07
H3 2.32 -0.33 0.18
O2 -1.86 -0.03 -0.41
C3 -1.22 -0.86 -0.90
Ag1 -0.38 -3.22 -2.86
O3 -0.91 -1.81 -1.52